# 1
The following is a quantum chemistry calculation of a molecular structure, C42H46AsFN6NiO3, from the OMol25 dataset.

```
100
Properties=species:S:1:pos:R:3:mulliken_spin:R:1
Ni -0.28448 -0.65413 0.05070 1.83
C 3.95758 -1.15725 -2.41906 0.00
C 2.86960 -0.16159 -2.69200 0.00
C 2.58612 0.21440 -4.00526 0.00
C 1.67050 1.21605 -4.24504 0.00
C 1.07342 1.83888 -3.16103 0.00
C 1.37834 1.37230 -1.89605 0.00
N 2.24383 0.38512 -1.64813 0.01
C 0.80719 2.04832 -0.70224 0.00
C 0.90994 3.42960 -0.59651 0.00
C 0.49231 4.04838 0.56397 0.00
C 0.01144 3.27474 1.60540 0.00
C -0.08110 1.90253 1.43706 0.01
N 0.26932 1.31344 0.28408 0.02
C -0.56233 0.99643 2.51449 0.02
C -0.91022 1.48426 3.76416 0.00
C -1.38838 0.60138 4.71769 0.00
C -1.52723 -0.72780 4.37917 0.00
C -1.15104 -1.15454 3.10931 0.00
C -1.30904 -2.58901 2.72308 0.00
N -0.64658 -0.30616 2.20767 0.01
H 4.03304 -1.89278 -3.21926 0.00
H 3.78850 -1.66750 -1.47674 0.00
H 4.91838 -0.64432 -2.34712 0.00
H 3.09752 -0.27728 -4.82203 0.00
H 1.42427 1.51181 -5.25536 0.00
H 0.35667 2.63755 -3.29721 0.00
H 1.34740 3.99243 -1.40862 0.00
H 0.56854 5.12192 0.67315 0.00
H -0.27998 3.74476 2.53083 0.00
H -0.81534 2.53167 4.00178 0.00
H -1.65953 0.95408 5.70384 0.00
H -1.91381 -1.44915 5.08550 0.00
H -1.93314 -3.11583 3.44252 0.00
H -0.33147 -3.07277 2.70630 0.00
H -1.75725 -2.67059 1.73261 0.00
C -6.54672 -1.70508 -4.35732 0.00
C -5.99736 -0.32547 -4.03334 0.00
N -5.06093 -0.34586 -2.89955 0.00
C -3.74350 -0.41436 -3.15198 0.00
C -2.75496 -0.48641 -2.21125 -0.02
C -1.33922 -0.59426 -2.75072 0.00
O -1.19288 -0.50260 -3.96011 0.00
O -0.40609 -0.81418 -1.90256 -0.02
C -3.11342 -0.47262 -0.83796 -0.01
O -2.32063 -0.49231 0.13487 0.06
C -4.55155 -0.42414 -0.55700 0.02
C -4.99128 -0.42735 0.76962 0.01
C -6.32390 -0.37337 1.05455 0.00
F -6.70840 -0.33119 2.34665 0.00
C -7.30042 -0.34314 0.04555 0.00
C -6.86547 -0.34860 -1.26696 0.00
C -5.50043 -0.36620 -1.58676 0.00
N -8.69355 -0.31521 0.30462 0.00
C -9.46969 0.81298 -0.19163 0.00
C -10.79976 0.27288 -0.73158 0.00
N -11.11297 -1.00590 0.00677 0.00
C -10.75165 -0.88732 1.45840 0.00
C -9.22138 -0.80110 1.57559 0.00
H -7.23818 -1.64308 -5.19715 0.00
H -7.07271 -2.14197 -3.50759 0.00
H -5.73869 -2.38143 -4.63522 0.00
H -6.78824 0.39124 -3.81371 0.00
H -5.44789 0.07535 -4.88217 0.00
H -3.44196 -0.40955 -4.19286 0.00
H -4.26256 -0.44660 1.56922 0.00
H -7.60866 -0.36633 -2.05112 0.00
H -8.93582 1.32343 -0.98807 0.00
H -9.64617 1.54920 0.60165 0.00
H -10.74648 0.02030 -1.78853 0.00
H -11.62805 0.95937 -0.56847 0.00
H -10.55200 -1.75495 -0.40238 0.00
H -12.09572 -1.25324 -0.10792 0.00
H -11.15367 -1.74547 1.99090 0.00
H -11.24783 0.01050 1.82165 0.00
H -8.79903 -1.78426 1.77888 0.00
H -8.98844 -0.15382 2.42418 0.00
C -0.14222 -4.76433 0.33412 0.00
As 0.67924 -3.06194 -0.13461 0.05
C 1.15463 -3.44791 -1.97835 0.01
C 2.40944 -3.26977 0.78204 0.00
C 2.27814 -3.05926 2.26049 0.00
C 2.10678 -4.12987 3.13463 0.00
C 1.94046 -3.91107 4.49551 0.00
C 1.94855 -2.61792 5.00021 0.00
C 2.13844 -1.54539 4.13844 0.00
C 2.30082 -1.76578 2.77952 0.00
H 0.46359 -5.55961 -0.09862 0.00
H -1.14678 -4.81443 -0.08352 0.00
H -0.19496 -4.89531 1.41266 0.00
H 1.99728 -4.13784 -2.00949 0.00
H 1.38738 -2.52297 -2.49927 0.00
H 0.29487 -3.91166 -2.46028 0.00
H 3.08016 -2.52473 0.36204 0.00
H 2.79692 -4.26011 0.53994 0.00
H 2.11838 -5.14324 2.74947 0.00
H 1.81885 -4.75326 5.16421 0.00
H 1.83150 -2.44927 6.06274 0.00
H 2.17035 -0.53508 4.52811 0.00
H 2.45987 -0.92668 2.10893 -0.01
```

Calculated values
largest force on an atom: 0.57 eV/Å
E: -163973.631 eV
spin multiplicity: 3
HOMO level (alpha / beta): -12.26 / -12.32 eV
gap between HOMO and LUMO (alpha / beta): 7.5 / 7.6 eV
charge: +2
energy relative to the best compared isomer or geometry (same formula, charge and spin): 0.0 kJ/mol
⟨S²⟩: 2.00

# 2
The following is a quantum chemistry calculation of 2 unconnected molecules or ions with the total composition C2H12N4, from the OMol25 dataset.

```
18
Properties=species:S:1:pos:R:3:mulliken_charge:R:1
C -2.01739 -1.20545 -0.62080 -0.81
N -0.96832 -0.89125 0.33219 -0.34
N 0.31117 -0.84825 -0.27383 -0.14
N 0.94275 -2.08832 -0.52772 -0.63
H -1.94064 -0.49435 -1.44185 0.28
H -1.96701 -2.22492 -1.03106 0.30
H -2.97992 -1.07696 -0.12767 0.32
H -1.00388 -1.54275 1.12448 0.25
H 0.94353 -0.21461 0.31137 0.36
H 0.48949 -2.54033 -1.31777 0.24
H 0.90228 -2.72802 0.27278 0.22
C 0.57772 2.50301 0.72589 -0.65
N 1.72262 1.68372 0.34481 -0.61
H 0.35906 3.31464 0.01824 0.26
H -0.29331 1.85587 0.78423 0.22
H 0.76711 2.93672 1.70787 0.29
H 1.58757 1.31025 -0.60171 0.21
H 2.56715 2.25100 0.32054 0.23
```

Calculated values
largest force on an atom: 2.10 eV/Å
E: -8226.919 eV
spin multiplicity: 1
SMILES string: CNNN.CN
HOMO level: -8.88 eV
gap between HOMO and LUMO: 10.1 eV
energy relative to the best compared isomer or geometry (same formula, charge and spin): 178.5 kJ/mol

# 3
The following is a quantum chemistry calculation of a gas-phase ion, C6H13N2O (charge +1), from the OMol25 dataset.

```
22
Properties=species:S:1:pos:R:3:mulliken_charge:R:1
C -0.27277 2.90132 0.52086 -1.22
C 0.00178 1.66637 -0.35152 0.24
C -0.20797 0.43097 -0.05491 -0.35
C 0.37165 -0.65406 -1.43914 0.28
N 1.63259 -0.50135 -1.84979 -0.41
N -0.50406 -1.53450 -1.77476 -0.27
C -0.71055 -0.39849 1.12264 0.35
C 0.33736 -1.34448 1.63530 -1.25
O -1.76010 -1.16924 0.42502 -0.62
H -0.93409 3.76701 0.18051 0.31
H -0.73572 2.72457 1.51244 0.33
H 0.81909 3.09284 0.62586 0.30
H 0.43785 2.08633 -1.33136 0.39
H 2.14199 0.24104 -1.30053 0.29
H 2.22896 -1.17831 -2.25688 0.25
H -1.43394 -1.42800 -1.23703 0.33
H -0.32733 -2.33696 -2.46257 0.27
H -1.13981 0.32229 1.76722 0.39
H 0.73166 -2.15081 0.90819 0.31
H 1.38221 -0.80674 1.97045 0.28
H -0.08285 -1.80465 2.46928 0.48
H -1.97595 -1.92516 0.92073 0.32
```

Calculated values
largest force on an atom: 5.51 eV/Å
E: -11451.803 eV
spin multiplicity: 1
SMILES string: C/C=C(/C(N)=[NH2+])[C@H](C)O
HOMO level: -13.96 eV
gap between HOMO and LUMO: 11.1 eV
charge: +1
energy relative to the best compared isomer or geometry (same formula, charge and spin): 280.8 kJ/mol

# 4
The following is a quantum chemistry calculation of C24H30N2O4 in the gas phase, from the OMol25 dataset.

```
60
Properties=species:S:1:pos:R:3:mulliken_charge:R:1
C -0.41731 -3.89035 -0.68675 -1.04
C -1.41413 -2.76855 -0.96159 -0.66
O -1.92054 -2.19413 0.22831 -0.36
C -1.33805 -1.09468 0.77479 0.75
C -0.04658 -0.67537 0.48064 -0.51
C 0.52437 0.42862 1.10708 0.00
C 1.90370 0.90299 0.78754 0.29
O 2.18942 2.08331 0.77993 -0.71
N 2.77300 -0.11838 0.53560 -0.04
C 4.13138 -0.07708 0.20208 0.36
C 4.79821 1.12664 0.00248 -0.76
C 6.14230 1.15237 -0.33315 0.85
C 6.85200 2.45397 -0.55036 -1.59
C 6.82100 -0.05152 -0.47010 -0.80
C 6.16112 -1.25023 -0.27434 -0.79
C 4.81703 -1.29212 0.06209 1.09
C 4.13003 -2.61414 0.26470 -1.57
C -0.21532 1.13224 2.04802 -0.52
C -1.50114 0.73286 2.34595 -0.85
C -2.08987 -0.35895 1.71376 0.39
O -3.37486 -0.61422 2.09750 -0.51
C -4.25891 -1.35033 1.27321 -1.00
C -4.38663 -0.87657 -0.18004 1.02
O -4.37844 -1.69576 -1.08290 -0.71
N -4.52734 0.44225 -0.41003 0.17
C -4.73823 1.49031 0.56430 -0.98
C -3.70322 2.60362 0.38660 -0.05
C -3.74175 3.14033 -1.04081 -0.93
C -3.53604 1.98726 -2.01831 -0.45
C -4.59544 0.91485 -1.78045 -0.96
H -0.88635 -4.65626 -0.07478 0.33
H 0.45932 -3.52300 -0.15741 0.17
H -0.10159 -4.33515 -1.62651 0.41
H -2.30084 -3.16776 -1.46255 0.41
H -0.97605 -1.99736 -1.60550 0.42
H 0.51518 -1.20660 -0.27266 0.84
H 2.40426 -1.04888 0.66078 0.02
H 4.25200 2.04795 0.11690 0.53
H 7.73042 2.51990 0.09007 0.35
H 6.19638 3.29273 -0.33357 0.32
H 7.18799 2.53278 -1.58400 0.32
H 7.86937 -0.05123 -0.73037 0.41
H 6.70282 -2.17909 -0.38459 0.32
H 3.71471 -2.69588 1.27063 0.39
H 4.84083 -3.42564 0.13150 0.37
H 3.32516 -2.75554 -0.45901 0.31
H 0.22515 1.99023 2.53005 0.43
H -2.09289 1.26778 3.07231 0.43
H -3.98161 -2.40797 1.23439 0.39
H -5.23385 -1.25946 1.76543 0.44
H -4.68700 1.08995 1.57401 0.44
H -5.74338 1.90522 0.40340 0.45
H -3.91164 3.40103 1.10118 0.35
H -2.70830 2.20818 0.59828 -0.08
H -2.96526 3.89425 -1.17681 0.40
H -4.70888 3.61222 -1.23171 0.35
H -3.60229 2.33914 -3.04856 0.35
H -2.54491 1.55465 -1.86669 0.22
H -4.44484 0.05440 -2.43418 0.43
H -5.59367 1.33015 -1.96577 0.34
```

Calculated values
largest force on an atom: 0.55 eV/Å
E: -36546.065 eV
spin multiplicity: 1
SMILES string: CCOc1cc(C(=O)Nc2cc(C)ccc2C)ccc1OCC(=O)N1CCCCC1
HOMO level: -8.20 eV
gap between HOMO and LUMO: 8.9 eV
energy relative to the best compared isomer or geometry (same formula, charge and spin): 138.3 kJ/mol

# 5
The following is a quantum chemistry calculation of a molecular structure, C5H7NO, from the OMol25 dataset.

```
14
Properties=species:S:1:pos:R:3:mulliken_charge:R:1
C 0.41351 1.83092 1.06266 -1.33
C 0.09872 0.55993 0.32162 0.31
C -0.94701 -0.28963 0.42269 -0.32
C -0.63694 -1.32216 -0.54476 0.53
N -1.58178 -2.21875 -0.49289 -0.41
O 0.48388 -1.18799 -1.24178 -0.41
C 1.07416 0.06069 -0.74015 -0.41
H 1.39143 1.77358 1.56513 0.32
H 0.46026 2.69487 0.38191 0.31
H -0.35140 2.03143 1.81987 0.32
H -2.04139 -1.41873 0.42213 0.38
H -1.62343 -3.07970 -1.03678 0.20
H 2.07248 -0.17882 -0.34582 0.25
H 1.18750 0.74434 -1.59384 0.25
```

Calculated values
largest force on an atom: 0.56 eV/Å
E: -8832.358 eV
spin multiplicity: 1
HOMO level: -8.78 eV
gap between HOMO and LUMO: 9.7 eV
energy relative to the best compared isomer or geometry (same formula, charge and spin): 371.0 kJ/mol

What is the formula in the first record? C42H46AsFN6NiO3

Among the records above, which one has the lowest largest force on an atom? C24H30N2O4

Among the records above, which one has the lowest largest force on an atom? C24H30N2O4